(1)
{
  "formula": "C37H29Cl7CuP2STe",
  "method": "the ωB97M-V functional and the def2-TZVPD basis",
  "symbols": ["Cu", "Cl", "C", "C", "C", "Cl", "C", "Cl", "C", "Cl", "C", "Cl", "C", "C", "P", "C", "C", "C", "C", "C", "C", "C", "C", "C", "C", "C", "C", "P", "C", "C", "C", "C", "C", "C", "C", "C", "C", "C", "C", "C", "H", "H", "H", "H", "H", "H", "H", "H", "H", "H", "H", "H", "H", "H", "H", "H", "H", "H", "H", "H", "H", "H", "H", "H", "Cl", "C", "Cl", "H", "H", "Te", "C", "C", "C", "C", "S", "H", "H", "H"],
  "xyz": [[-1.025, -0.312, 0.101], [0.455, 1.665, 2.218], [-1.146, 1.195, 2.639], [-1.893, 0.502, 1.686], [-3.184, 0.173, 2.104], [-4.208, -0.671, 0.999], [-3.687, 0.463, 3.367], [-5.275, -0.020, 3.823], [-2.886, 1.139, 4.281], [-3.465, 1.463, 5.868], [-1.604, 1.526, 3.907], [-0.610, 2.376, 5.022], [2.468, -0.236, -0.186], [1.889, -1.315, 0.739], [0.397, -2.079, -0.020], [0.990, -3.328, -1.216], [2.259, -3.891, -1.216], [2.591, -4.848, -2.158], [1.672, -5.228, -3.121], [0.406, -4.664, -3.133], [0.066, -3.723, -2.181], [-0.174, -3.190, 1.319], [-1.513, -3.094, 1.681], [-2.042, -3.924, 2.653], [-1.238, -4.871, 3.265], [0.101, -4.964, 2.916], [0.634, -4.131, 1.950], [1.655, -0.320, -1.863], [0.343, 0.956, -1.701], [-0.978, 0.582, -1.979], [-1.981, 1.544, -1.997], [-1.675, 2.866, -1.726], [-0.366, 3.238, -1.456], [0.642, 2.291, -1.447], [2.773, 0.696, -2.911], [4.147, 0.775, -2.720], [4.928, 1.532, -3.575], [4.356, 2.192, -4.650], [2.994, 2.079, -4.877], [2.210, 1.330, -4.020], [3.539, -0.403, -0.315], [2.316, 0.761, 0.234], [1.540, -0.887, 1.687], [2.633, -2.079, 0.987], [3.004, -3.587, -0.496], [3.573, -5.300, -2.135], [1.943, -5.958, -3.869], [-0.313, -4.966, -3.882], [-0.921, -3.275, -2.182], [-2.131, -2.346, 1.203], [-3.081, -3.827, 2.937], [-1.644, -5.534, 4.014], [0.732, -5.691, 3.406], [1.679, -4.212, 1.688], [-1.182, -0.431, -2.313], [-2.992, 1.256, -2.242], [-2.452, 3.614, -1.757], [-0.128, 4.277, -1.281], [1.668, 2.597, -1.287], [4.622, 0.245, -1.907], [5.991, 1.599, -3.400], [4.968, 2.787, -5.310], [2.539, 2.570, -5.726], [1.146, 1.238, -4.204], [-0.661, -3.427, 5.956], [-1.149, -1.870, 5.280], [-0.041, -1.381, 3.998], [-1.106, -1.125, 6.074], [-2.147, -1.969, 4.851], [-1.861, 4.135, 1.598], [-2.292, 5.768, 0.391], [-1.551, 6.911, 0.233], [-2.103, 7.822, -0.680], [-3.269, 7.373, -1.224], [-3.712, 5.836, -0.612], [-0.635, 7.078, 0.773], [-1.650, 8.763, -0.936], [-3.898, 7.864, -1.939]],
  "forces_ev_per_a": [[-0.107, 0.329, -0.029], [0.764, -0.009, -0.164], [-0.550, -0.190, -0.198], [-0.077, -0.206, 0.384], [0.495, 0.224, 0.004], [-0.230, -0.225, -0.405], [-0.071, 0.011, 0.064], [-0.082, -0.028, 0.031], [0.006, -0.010, 0.002], [-0.021, 0.047, 0.068], [-0.076, 0.064, 0.037], [0.083, 0.024, 0.099], [0.051, 0.071, -0.248], [-0.019, -0.256, 0.029], [0.108, -0.855, 1.154], [-0.311, 0.213, -0.143], [-0.139, 0.083, 0.087], [0.055, -0.071, -0.070], [0.057, -0.060, -0.052], [-0.060, -0.085, -0.051], [0.078, 0.024, 0.135], [-0.205, 0.027, -0.243], [0.120, -0.042, -0.104], [-0.102, -0.135, 0.079], [-0.032, -0.002, -0.200], [0.125, -0.095, -0.019], [-0.085, 0.073, -0.102], [0.350, 0.743, -0.274], [0.074, -0.265, -0.019], [0.171, 0.240, -0.444], [-0.139, -0.033, 0.046], [-0.086, -0.044, -0.104], [0.082, 0.112, -0.045], [-0.176, -0.034, 0.159], [-0.013, -0.297, -0.007], [-0.148, -0.036, 0.048], [0.152, 0.051, -0.115], [0.079, 0.045, 0.014], [-0.071, -0.023, -0.057], [0.040, -0.054, 0.047], [-0.081, 0.108, 0.006], [0.147, -0.065, -0.020], [0.071, -0.062, -0.192], [-0.084, 0.106, 0.000], [0.060, 0.046, 0.140], [0.074, -0.001, -0.055], [0.020, -0.088, -0.041], [-0.027, 0.017, -0.025], [-0.058, -0.003, -0.033], [-0.108, -0.048, 0.021], [-0.133, -0.019, -0.019], [-0.052, -0.011, 0.059], [0.059, -0.049, 0.032], [0.102, -0.064, -0.033], [-0.032, -0.037, 0.046], [-0.112, -0.007, 0.012], [-0.068, 0.066, 0.022], [-0.010, 0.091, 0.043], [0.016, -0.016, 0.065], [0.037, 0.033, 0.075], [0.111, 0.029, -0.013], [0.062, 0.035, -0.056], [-0.006, 0.038, -0.042], [0.000, 0.065, -0.014], [-0.044, 0.029, 0.451], [-0.028, 0.095, 0.019], [0.212, 0.069, 0.244], [-0.101, -0.118, -0.170], [0.179, 0.033, 0.102], [-0.338, 0.478, -0.149], [-0.321, -0.282, -0.016], [0.134, -0.273, 0.225], [-0.141, 0.182, -0.278], [-0.157, -0.303, 0.119], [0.451, 0.243, 0.236], [0.159, 0.008, 0.083], [0.032, 0.182, -0.040], [-0.113, 0.168, -0.191]],
  "orbital_gap_ev": [8.24, 6.14],
  "relative_energy_kcal_mol": 5.73,
  "total_charge": 0,
  "multiplicity": 2
}


(2)
{
  "formula": "H16O8",
  "method": "the ωB97M-V functional and the def2-TZVPD basis",
  "symbols": ["O", "H", "H", "O", "H", "H", "O", "H", "H", "O", "H", "H", "O", "H", "H", "O", "H", "H", "O", "H", "H", "O", "H", "H"],
  "xyz": [[2.352, -0.128, 2.876], [1.784, 0.622, 2.700], [2.020, -0.820, 2.305], [-2.834, -3.327, -1.385], [-3.070, -3.414, -2.308], [-3.384, -3.969, -0.935], [-0.931, -0.335, 0.506], [-0.200, -0.197, -0.096], [-1.342, -1.145, 0.203], [4.984, -0.704, -0.928], [4.851, -1.352, -0.236], [4.103, -0.392, -1.136], [-2.156, 1.507, 4.708], [-2.131, 0.553, 4.782], [-2.352, 1.671, 3.785], [-3.135, 3.962, -0.436], [-4.009, 3.632, -0.227], [-2.588, 3.178, -0.485], [0.721, -2.922, -3.360], [-0.047, -2.928, -2.789], [0.571, -2.189, -3.956], [2.570, 2.677, -1.292], [2.469, 3.236, -0.521], [1.751, 2.784, -1.775]],
  "forces_ev_per_a": [[0.234, -0.033, 0.107], [-0.166, 0.204, 0.008], [-0.119, -0.190, -0.104], [0.264, 0.241, 0.080], [-0.079, -0.004, -0.259], [-0.109, -0.175, 0.175], [-0.008, 0.226, 0.217], [0.217, 0.060, -0.162], [-0.212, -0.299, -0.097], [0.196, 0.001, -0.106], [0.027, -0.154, 0.192], [-0.201, 0.200, -0.084], [0.014, 0.167, 0.169], [0.039, -0.244, 0.056], [-0.036, 0.074, -0.244], [0.090, 0.217, -0.046], [-0.244, -0.038, 0.056], [0.159, -0.209, 0.001], [0.154, -0.089, 0.036], [-0.228, -0.093, 0.216], [0.030, 0.176, -0.207], [0.098, -0.269, -0.051], [0.058, 0.160, 0.228], [-0.180, 0.072, -0.181]],
  "orbital_gap_ev": 10.98,
  "smiles": "O.O.O.O.O.O.O.O",
  "relative_energy_kcal_mol": 65.93,
  "total_charge": 0
}


(3)
{
  "formula": "C17H19N5O2Ti",
  "method": "the ωB97M-V functional and the def2-TZVPD basis",
  "symbols": ["N", "C", "C", "H", "H", "H", "N", "C", "C", "H", "H", "H", "N", "C", "C", "H", "H", "H", "Ti", "C", "O", "C", "O", "C", "C", "C", "C", "C", "C", "H", "H", "H", "H", "H", "H", "N", "C", "C", "N", "C", "H", "H", "H", "H"],
  "xyz": [[-0.833, -0.349, -1.614], [-1.211, -0.756, -2.627], [-1.658, -1.316, -3.858], [-0.789, -1.664, -4.439], [-2.197, -0.552, -4.439], [-2.336, -2.166, -3.664], [-1.505, 1.301, 1.372], [-2.253, 1.819, 2.079], [-3.189, 2.405, 2.981], [-3.833, 3.109, 2.433], [-2.648, 2.951, 3.769], [-3.815, 1.624, 3.441], [1.706, 0.163, 0.738], [2.809, 0.042, 1.063], [4.150, -0.208, 1.473], [4.158, -0.634, 2.491], [4.721, 0.732, 1.475], [4.624, -0.914, 0.771], [-0.355, -0.145, 0.433], [-0.171, -0.827, 2.507], [-0.078, -1.195, 3.601], [-2.270, -1.218, 0.570], [-3.267, -1.802, 0.642], [-0.644, 2.479, -1.882], [0.645, 2.013, -2.144], [1.657, 2.208, -1.212], [1.383, 2.870, -0.014], [0.098, 3.327, 0.250], [-0.917, 3.133, -0.688], [-1.440, 2.351, -2.625], [0.869, 1.514, -3.094], [2.674, 1.863, -1.432], [2.183, 3.049, 0.715], [-0.106, 3.861, 1.185], [-1.927, 3.515, -0.497], [0.344, -4.342, -0.546], [1.370, -4.213, 0.376], [1.299, -2.941, 0.860], [0.230, -2.304, 0.231], [-0.331, -3.168, -0.599], [0.092, -5.174, -1.073], [2.052, -5.011, 0.628], [1.905, -2.429, 1.595], [-1.192, -2.998, -1.232]],
  "forces_ev_per_a": [[-0.259, -0.565, 0.805], [0.130, -0.040, 0.414], [-0.200, -0.128, -0.700], [-0.190, 0.090, 0.098], [0.070, -0.159, 0.049], [0.163, 0.268, -0.062], [0.343, -1.189, -0.110], [-0.440, -0.120, 0.521], [-0.305, 0.421, 0.209], [0.052, -0.050, 0.102], [-0.080, -0.048, -0.098], [0.158, 0.123, -0.125], [-0.598, -0.670, 0.423], [-0.512, -0.378, -0.017], [0.703, 0.122, 0.126], [-0.017, 0.138, -0.254], [-0.011, -0.157, 0.026], [-0.110, 0.177, 0.143], [1.981, 1.019, -2.403], [0.248, -2.055, 5.848], [-0.395, 1.781, -5.203], [-5.245, -3.077, 0.689], [4.704, 2.800, -0.390], [-0.599, 0.098, -0.234], [0.256, -0.267, -0.467], [0.503, -0.208, -0.260], [0.200, 0.322, 0.546], [0.226, 0.346, 0.459], [-0.546, 0.202, -0.181], [0.343, 0.135, 0.292], [-0.049, 0.268, 0.374], [-0.423, 0.196, 0.035], [-0.335, 0.000, -0.332], [0.122, -0.144, -0.416], [0.427, -0.097, -0.132], [-0.315, 1.264, 0.447], [-0.264, 0.178, -0.070], [-0.155, -0.215, -0.127], [-0.232, 1.871, 0.345], [0.419, -1.633, -0.329], [0.153, -0.031, 0.076], [-0.056, -0.048, -0.121], [-0.061, -0.367, -0.150], [0.198, -0.172, 0.156]],
  "orbital_gap_ev": [4.48, 4.46],
  "total_charge": 4
}